1.
This record from the Open Molecules 2025 dataset describes 2 unconnected molecules or ions with the total composition C3H9NO2 at a distorted geometry. The level of theory is ωB97M-V/def2-TZVPD.

Geometry as XYZ:
```
15
Properties=species:S:1:pos:R:3:forces:R:3
C -0.274 -1.819 0.138 2.1 -1.2 -1.4
C -0.922 -0.455 -0.052 -1.8 -0.8 0.4
C -0.721 1.892 0.075 -1.0 2.1 -1.4
H 0.854 -1.879 -0.143 -1.8 0.6 0.4
H -0.733 -2.624 -0.516 0.1 1.2 0.9
H -0.302 -2.145 1.183 -0.4 0.2 -0.1
H 0.823 0.420 0.264 1.1 0.3 -0.1
H -1.763 1.629 0.166 -0.5 0.6 0.0
H -0.477 2.657 0.789 0.6 -0.5 1.3
H -0.589 2.508 -0.838 -0.1 -0.8 -0.2
H 3.948 -0.287 -0.635 -3.5 1.3 2.2
H 3.361 0.292 0.772 0.2 -0.1 -0.2
N -0.114 0.634 0.036 0.0 -1.6 0.2
O -2.159 -0.382 -0.172 1.8 0.0 -0.1
O 3.055 0.043 -0.111 3.3 -1.2 -1.9
```
Positions in Å, forces in eV/Å.

The value obtained for the energy relative to the best compared isomer or geometry (same formula, charge and spin) is 124.1 kJ/mol. For the largest force on an atom, the calculation gives 4.373 eV/A. As for the SMILES: CNC(C)=O.O. For the calculated total energy, the calculation gives -8841.6690 eV. The calculation puts the HOMO energy at -9.4 eV.

These are the Löwdin partial charges, in e, on atoms 1 to 5:
1. C -0.02
2. C -0.52
3. C -0.10
4. H 0.09
5. H 0.10

2.
This record from the Open Molecules 2025 dataset describes a molecular structure, C18H18FeIN3S2 at a distorted geometry. The level of theory is ωB97M-V/def2-TZVPD.

Geometry as XYZ:
```
43
Properties=species:S:1:pos:R:3:forces:R:3
Fe -0.352 0.119 -0.725 0.0 1.3 -0.5
C -3.024 2.740 -3.730 0.1 -0.1 0.1
C -1.903 2.073 -2.956 -0.1 0.0 -0.2
S -2.387 1.030 -1.642 0.0 -0.2 0.4
C -0.611 2.269 -3.240 -0.1 0.0 -0.1
C -0.122 3.194 -4.322 0.0 0.0 0.1
S 0.654 1.484 -2.321 0.3 -0.1 0.1
H -3.989 2.429 -3.333 0.0 0.0 0.0
H -2.990 2.468 -4.788 0.0 0.0 0.0
H -2.967 3.830 -3.660 0.0 0.0 0.0
H -0.945 3.612 -4.902 0.0 0.0 0.0
H 0.551 2.669 -5.004 0.0 0.0 0.0
H 0.445 4.021 -3.884 0.0 0.0 0.0
N 0.296 -0.984 2.272 0.1 -0.2 -0.2
C 1.608 -1.430 2.314 0.0 0.1 0.1
C 2.033 -2.327 3.264 0.0 0.0 0.0
C 3.382 -2.716 3.348 0.0 0.0 0.0
C 4.307 -2.192 2.495 0.0 0.0 0.0
C 3.895 -1.304 1.474 -0.1 0.0 -0.1
C 4.814 -0.753 0.554 0.0 0.0 0.0
C 4.360 0.056 -0.439 0.1 0.0 0.0
C 2.977 0.296 -0.549 -0.1 -0.1 0.0
N 2.077 -0.184 0.282 -0.1 -0.1 0.3
C 2.531 -0.954 1.330 0.0 -0.1 -0.1
H -0.252 -1.171 3.096 0.0 0.0 0.0
H 0.196 -0.036 1.960 -0.1 0.2 -0.1
H 1.318 -2.712 3.983 0.0 0.0 0.0
H 3.686 -3.414 4.119 0.0 0.0 0.0
H 5.356 -2.447 2.580 0.0 0.0 0.0
H 5.869 -0.985 0.657 -0.1 0.0 0.0
H 5.032 0.497 -1.163 -0.1 0.0 0.0
H 2.614 0.897 -1.371 0.0 0.0 0.0
I -1.242 -2.417 -0.842 -0.3 -0.5 0.2
C -2.587 -1.465 0.488 0.3 -0.3 -0.1
C -3.790 -2.042 0.838 -0.1 0.0 0.0
C -4.599 -1.318 1.699 0.0 0.0 0.0
C -4.168 -0.082 2.154 0.0 0.1 0.1
C -2.937 0.393 1.736 0.0 0.1 0.0
N -2.147 -0.298 0.913 0.1 -0.2 0.0
H -4.084 -3.005 0.444 0.0 0.0 0.0
H -5.559 -1.714 2.004 0.0 0.0 0.0
H -4.779 0.515 2.818 0.0 0.0 0.0
H -2.563 1.360 2.050 0.0 0.0 0.0
```
Positions in Å, forces in eV/Å.

Its expectation value of S² is 6.0174. The spin multiplicity is 5. For the largest force on an atom, the calculation gives 1.418 eV/A. For the calculated total energy, the calculation gives -87586.9855 eV. The calculation puts the HOMO energy (alpha / beta) at -6.0 / -6.2 eV.

These are the Löwdin partial charges, in e, on atoms 1 to 5:
1. Fe 0.11
2. C -0.15
3. C -0.79
4. S 0.55
5. C -0.79

3.
This record from the Open Molecules 2025 dataset describes 6 unconnected molecules or ions with the total composition C24H63N6O10 at a distorted geometry. The level of theory is ωB97M-V/def2-TZVPD.

Geometry as XYZ:
```
103
Properties=species:S:1:pos:R:3:forces:R:3
N 15.212 -18.866 -16.902 1.1 0.2 -0.9
O 16.310 -18.437 -17.305 -0.9 -0.3 0.5
O 14.458 -19.481 -17.697 -0.1 0.1 0.5
O 14.861 -18.694 -15.705 -0.2 -0.1 0.0
C 9.860 -20.558 -14.406 0.4 1.6 -0.2
O 10.201 -19.178 -14.558 -0.1 0.2 -0.4
C 11.137 -18.886 -15.585 0.3 -1.0 0.1
C 11.305 -17.376 -15.862 0.1 -1.2 -0.1
N 12.581 -16.862 -15.397 0.4 0.0 0.6
C 12.758 -16.988 -13.940 -0.4 0.3 -0.2
C 11.839 -16.115 -13.053 1.3 -0.6 -0.1
O 12.618 -15.240 -12.247 -0.1 0.3 0.5
C 13.165 -14.150 -12.926 -0.8 0.8 -0.8
H 10.741 -21.106 -14.060 -0.2 -0.2 0.3
H 9.529 -21.004 -15.349 -0.1 0.1 0.0
H 9.041 -20.440 -13.699 0.1 -1.0 0.2
H 10.909 -19.470 -16.489 -0.6 0.4 -0.1
H 12.111 -19.335 -15.335 0.2 0.3 0.3
H 10.493 -16.774 -15.456 -0.2 -0.2 0.1
H 11.224 -17.332 -16.950 0.3 0.6 0.0
H 13.326 -17.500 -15.691 -0.2 0.3 -0.7
H 13.788 -16.697 -13.740 0.1 0.0 0.1
H 12.668 -18.032 -13.611 -0.1 -0.1 0.0
H 11.416 -16.798 -12.320 -0.7 0.3 -0.1
H 11.118 -15.559 -13.658 -0.2 0.0 0.2
H 13.691 -13.494 -12.234 0.5 -0.5 0.1
H 12.388 -13.473 -13.326 -0.3 -0.3 0.0
H 13.730 -14.435 -13.819 0.5 -0.1 0.3
C 14.157 -14.852 -20.688 0.0 -0.8 0.0
O 14.321 -16.158 -20.149 -0.2 0.7 0.1
C 13.086 -16.767 -19.854 0.3 -0.8 -0.3
C 12.196 -17.011 -21.086 -0.9 0.7 0.0
N 12.850 -17.618 -22.209 0.6 -1.4 -1.0
C 12.949 -19.070 -22.100 1.3 -0.7 0.9
C 13.770 -19.755 -23.220 -1.4 0.7 0.6
O 14.930 -18.999 -23.439 -0.1 -0.7 -0.4
C 15.774 -19.527 -24.417 2.0 1.0 -0.2
H 15.030 -14.259 -20.425 0.1 0.0 0.0
H 13.260 -14.372 -20.287 0.0 0.1 0.1
H 14.064 -14.949 -21.773 0.0 0.3 -0.1
H 12.539 -16.170 -19.113 -0.2 0.0 -0.1
H 13.357 -17.715 -19.383 -0.1 0.0 0.0
H 11.796 -16.054 -21.443 0.1 0.1 0.1
H 11.293 -17.568 -20.781 0.1 -0.1 0.3
H 12.339 -17.545 -23.084 -0.2 1.0 0.2
H 11.955 -19.531 -22.018 0.1 -0.2 -0.1
H 13.492 -19.356 -21.196 -0.3 0.4 0.3
H 13.081 -19.831 -24.076 0.6 0.1 -0.6
H 14.000 -20.778 -22.911 0.1 -0.1 0.1
H 16.676 -18.900 -24.389 -0.3 0.3 -0.1
H 15.424 -19.448 -25.449 -0.5 -0.2 0.1
H 16.272 -20.492 -24.253 -1.0 -0.5 0.4
C 13.976 -23.135 -18.056 -0.2 -0.5 0.9
C 12.732 -22.613 -18.710 -1.2 0.2 -2.5
C 11.497 -22.562 -17.817 0.3 1.2 0.4
O 10.247 -22.566 -18.507 0.6 -1.6 -0.2
C 9.194 -22.931 -17.642 -0.7 1.6 -0.4
N 12.931 -21.316 -19.411 0.6 -0.1 1.0
H 13.746 -24.113 -17.614 0.2 0.2 0.3
H 14.283 -22.413 -17.295 0.2 -0.2 0.1
H 14.820 -23.330 -18.716 -0.2 0.4 -0.3
H 12.415 -23.258 -19.545 0.2 -0.4 0.3
H 11.503 -21.589 -17.306 0.3 -0.2 0.5
H 11.563 -23.366 -17.079 -0.2 -0.1 0.0
H 8.915 -22.012 -17.107 0.0 -0.3 0.5
H 9.371 -23.735 -16.928 0.4 -0.2 -0.2
H 8.311 -23.135 -18.249 0.2 -0.4 -0.1
H 13.207 -20.658 -18.673 -0.3 0.2 -0.2
H 13.841 -21.415 -19.862 -0.2 0.0 -0.4
C 16.953 -16.155 -12.829 0.0 -0.1 0.7
C 17.108 -17.679 -12.640 -0.1 0.9 -0.3
C 15.942 -18.243 -11.808 1.0 0.0 0.8
O 16.294 -19.606 -11.541 -0.7 0.1 -0.3
C 15.296 -20.303 -10.826 0.7 -0.4 -0.1
N 17.284 -18.451 -13.877 -0.3 0.6 1.2
H 17.314 -15.690 -11.905 -0.3 0.1 0.1
H 15.910 -15.864 -12.948 -0.1 0.1 -0.2
H 17.563 -15.693 -13.604 -0.1 -0.5 -0.3
H 18.011 -17.777 -12.027 0.0 -0.4 0.0
H 14.958 -18.165 -12.273 0.0 -0.1 -0.4
H 15.876 -17.720 -10.843 0.0 0.1 0.0
H 14.312 -20.284 -11.303 -0.1 0.5 0.1
H 15.306 -19.941 -9.794 -0.5 0.0 0.1
H 15.581 -21.357 -10.833 0.1 0.0 0.1
H 16.468 -18.251 -14.462 0.2 -0.4 -0.2
H 17.149 -19.369 -13.458 0.2 -0.4 -1.1
C 18.274 -23.321 -16.214 -1.2 -0.2 -1.1
C 17.952 -22.079 -15.385 0.5 0.2 -0.4
C 17.147 -22.386 -14.121 0.9 0.2 1.1
O 15.826 -22.803 -14.298 0.0 -0.7 0.6
C 14.847 -21.796 -14.267 -0.5 0.8 -1.2
N 19.177 -21.370 -14.989 0.2 -0.3 0.2
H 18.953 -24.036 -15.749 -0.2 0.0 0.3
H 18.649 -23.126 -17.226 0.6 0.6 0.3
H 17.322 -23.772 -16.532 0.1 -0.5 0.7
H 17.383 -21.405 -16.030 -0.1 0.1 0.2
H 17.220 -21.576 -13.382 -0.3 0.6 -0.6
H 17.696 -23.132 -13.524 -0.2 -0.6 -0.5
H 15.024 -20.924 -13.629 0.6 -0.2 0.2
H 13.871 -22.194 -13.979 0.2 -0.4 0.0
H 14.752 -21.409 -15.289 -0.2 0.3 0.2
H 19.728 -21.172 -15.819 -0.2 0.2 -0.1
H 19.767 -22.033 -14.487 -0.1 0.1 0.2
```
Positions in Å, forces in eV/Å.

The value obtained for the energy relative to the best compared isomer or geometry (same formula, charge and spin) is 165.2 kJ/mol. For the largest force on an atom, the calculation gives 2.814 eV/A. For the calculated total energy, the calculation gives -55318.0891 eV. The calculation puts the HOMO energy at -5.7 eV. As for the charge: -1.

These are the Löwdin partial charges, in e, on atoms 1 to 5:
1. N -0.57
2. O -0.02
3. O -0.08
4. O -0.10
5. C -0.09

4.
This record from the Open Molecules 2025 dataset describes 4 unconnected molecules or ions with the total composition C6H18IO6 at a distorted geometry. The level of theory is ωB97M-V/def2-TZVPD.

Geometry as XYZ:
```
31
Properties=species:S:1:pos:R:3:forces:R:3
I -0.222 -0.614 0.041 0.1 0.1 0.0
C 5.157 1.859 0.834 -0.7 -1.3 -0.9
C 5.438 0.328 0.637 0.7 1.5 0.9
O 4.604 -0.530 1.408 0.6 0.6 -0.7
O 4.012 2.307 0.110 0.3 0.1 -0.1
H 6.003 2.384 0.391 0.0 0.2 0.3
H 4.999 2.102 1.884 0.4 -0.1 0.2
H 6.471 0.235 0.973 0.0 -0.5 0.4
H 5.515 0.108 -0.428 -0.7 -0.2 -0.2
H 3.706 -0.262 1.197 -0.5 -0.4 0.1
H 3.294 1.677 0.211 -0.3 0.0 0.0
C -0.900 4.961 -2.171 -1.4 -0.4 0.1
C -2.235 5.575 -1.777 -0.1 1.8 0.3
O -3.017 6.131 -2.865 0.6 -0.5 -0.1
O -1.212 3.762 -2.793 0.3 -1.4 -1.4
H -0.290 4.735 -1.297 0.1 0.6 0.2
H -0.365 5.572 -2.899 0.0 0.2 0.2
H -2.016 6.421 -1.125 0.0 0.0 0.5
H -2.884 4.873 -1.254 0.3 -0.3 0.1
H -3.292 7.011 -2.598 0.0 -0.1 0.0
H -1.398 3.073 -2.152 0.1 -0.1 0.1
C -3.639 -6.780 1.787 -0.1 -1.0 -0.1
C -3.043 -5.447 1.452 0.1 1.4 0.2
O -2.718 -5.245 0.107 0.2 -1.1 -1.3
O -2.714 -7.875 1.785 0.1 0.2 0.1
H -4.470 -7.087 1.154 -0.2 0.5 -0.3
H -4.057 -6.765 2.794 0.2 0.3 0.1
H -2.145 -5.257 2.040 0.0 -0.3 0.5
H -3.739 -4.631 1.649 -0.5 -0.2 0.9
H -2.218 -4.430 0.021 0.1 0.1 0.0
H -2.625 -8.192 0.883 0.1 0.1 -0.1
```
Positions in Å, forces in eV/Å.

The value obtained for the energy relative to the best compared isomer or geometry (same formula, charge and spin) is 176.2 kJ/mol. For the largest force on an atom, the calculation gives 1.984 eV/A. For the calculated total energy, the calculation gives -26900.0164 eV. The calculation puts the HOMO energy at -3.9 eV. As for the charge: -1.

These are the Löwdin partial charges, in e, on atoms 1 to 5:
1. I -0.92
2. C -0.23
3. C -0.25
4. O -0.06
5. O -0.08

Repeat the fourth record exactly.
This record from the Open Molecules 2025 dataset describes 4 unconnected molecules or ions with the total composition C6H18IO6 at a distorted geometry. The level of theory is ωB97M-V/def2-TZVPD.

Geometry as XYZ:
```
31
Properties=species:S:1:pos:R:3:forces:R:3
I -0.222 -0.614 0.041 0.1 0.1 0.0
C 5.157 1.859 0.834 -0.7 -1.3 -0.9
C 5.438 0.328 0.637 0.7 1.5 0.9
O 4.604 -0.530 1.408 0.6 0.6 -0.7
O 4.012 2.307 0.110 0.3 0.1 -0.1
H 6.003 2.384 0.391 0.0 0.2 0.3
H 4.999 2.102 1.884 0.4 -0.1 0.2
H 6.471 0.235 0.973 0.0 -0.5 0.4
H 5.515 0.108 -0.428 -0.7 -0.2 -0.2
H 3.706 -0.262 1.197 -0.5 -0.4 0.1
H 3.294 1.677 0.211 -0.3 0.0 0.0
C -0.900 4.961 -2.171 -1.4 -0.4 0.1
C -2.235 5.575 -1.777 -0.1 1.8 0.3
O -3.017 6.131 -2.865 0.6 -0.5 -0.1
O -1.212 3.762 -2.793 0.3 -1.4 -1.4
H -0.290 4.735 -1.297 0.1 0.6 0.2
H -0.365 5.572 -2.899 0.0 0.2 0.2
H -2.016 6.421 -1.125 0.0 0.0 0.5
H -2.884 4.873 -1.254 0.3 -0.3 0.1
H -3.292 7.011 -2.598 0.0 -0.1 0.0
H -1.398 3.073 -2.152 0.1 -0.1 0.1
C -3.639 -6.780 1.787 -0.1 -1.0 -0.1
C -3.043 -5.447 1.452 0.1 1.4 0.2
O -2.718 -5.245 0.107 0.2 -1.1 -1.3
O -2.714 -7.875 1.785 0.1 0.2 0.1
H -4.470 -7.087 1.154 -0.2 0.5 -0.3
H -4.057 -6.765 2.794 0.2 0.3 0.1
H -2.145 -5.257 2.040 0.0 -0.3 0.5
H -3.739 -4.631 1.649 -0.5 -0.2 0.9
H -2.218 -4.430 0.021 0.1 0.1 0.0
H -2.625 -8.192 0.883 0.1 0.1 -0.1
```
Positions in Å, forces in eV/Å.

The value obtained for the energy relative to the best compared isomer or geometry (same formula, charge and spin) is 176.2 kJ/mol. For the largest force on an atom, the calculation gives 1.984 eV/A. For the calculated total energy, the calculation gives -26900.0164 eV. The calculation puts the HOMO energy at -3.9 eV. As for the charge: -1.

These are the Löwdin partial charges, in e, on atoms 1 to 5:
1. I -0.92
2. C -0.23
3. C -0.25
4. O -0.06
5. O -0.08

Question: Among the records above, which one has the highest calculated total energy?
Answer: C3H9NO2